1.
The following is a quantum chemistry calculation of 2 unconnected molecules or ions with the total composition C6H12O3PS, from the OMol25 dataset.

XYZ file:
```
23
Properties=species:S:1:pos:R:3:lowdin_charge:R:1
C 2.3777 -2.3023 0.0670 0.043
C 1.4261 -2.1990 -0.8520 -0.242
C 0.0739 -2.8546 -0.6585 -0.368
P -1.1679 -1.6215 -0.1444 0.686
S -2.5844 -2.3551 1.1456 0.538
H 2.1056 -2.4363 1.1098 0.083
H 3.4242 -2.2383 -0.2008 0.078
H 1.5495 -1.6049 -1.7516 0.108
H -0.2367 -3.3154 -1.5974 0.101
H 0.0900 -3.6101 0.1271 0.092
H -0.4720 -0.5880 0.4866 -0.007
H -1.7315 -1.0524 -1.2899 0.016
H -2.7365 -3.5159 0.4879 -0.138
C 0.0265 3.9303 0.2416 -0.084
C -1.0973 2.9847 -0.1508 -0.096
O -0.4693 1.7022 0.0341 -0.006
C 0.5483 1.8470 0.9207 -0.586
O 1.1240 0.9114 1.3844 0.143
O 0.7810 3.1349 1.1752 0.091
H -0.3187 4.8410 0.7204 0.139
H 0.6730 4.1861 -0.5974 0.139
H -1.9541 3.0553 0.5196 0.136
H -1.4315 3.1010 -1.1773 0.135
```

total charge = +1
lowest unoccupied orbital energy = -3.454 eV



2.
The following is a quantum chemistry calculation of 2 unconnected molecules or ions with the total composition ClH2NO2P, from the OMol25 dataset.

XYZ file:
```
7
Properties=species:S:1:pos:R:3:lowdin_charge:R:1
N -1.0323 -0.2297 0.0956 -0.218
O 0.3172 2.1812 0.4940 -0.699
O 0.7090 -0.3136 -1.9813 -0.513
P 0.5245 0.0626 -0.5001 0.226
Cl 1.7013 -0.9927 0.7399 0.201
H -0.9612 0.4932 0.8192 -0.022
H -1.2585 -1.2009 0.3328 0.026
```

energy above the lowest of the compared OMol25 structures with the same formula, charge and spin = 120.0 kcal/mol
total charge = -1
lowest unoccupied orbital energy (spin up / spin down) = 3.481 / 3.608 eV



3.
The following is a quantum chemistry calculation of 6 unconnected molecules or ions with the total composition CH14O6, from the OMol25 dataset.

XYZ file:
```
21
Properties=species:S:1:pos:R:3:lowdin_charge:R:1
C -1.5817 0.7335 -2.8740 -0.007
O -0.6236 0.5868 -1.9244 0.156
H -1.1903 1.1422 -3.8031 0.131
H -2.4485 1.2770 -2.4841 0.142
H -2.0014 -0.2831 -3.0865 0.185
H 0.3860 0.5457 -2.2321 0.083
H 0.4572 -2.5257 -1.8307 0.059
H 1.6164 -2.5126 -0.8729 0.061
O 1.4129 -2.4091 -1.8139 -0.030
H 0.2554 -2.2686 1.7584 0.050
H -0.3096 -0.7699 1.7901 0.027
O -0.0719 -1.5227 1.2463 -0.056
H -0.8714 0.9423 5.3915 0.025
H -1.6378 1.0330 6.6229 0.037
O -0.7945 0.6757 6.3167 -0.062
H 2.0099 -0.6251 -1.8617 0.061
H 2.4474 0.9116 -1.9739 0.110
O 1.7989 0.2518 -2.2373 0.020
H 0.1494 1.1352 0.3779 0.004
H -1.1537 1.9419 0.2516 0.037
O -0.3630 1.8308 0.8015 -0.034
```

energy above the lowest of the compared OMol25 structures with the same formula, charge and spin = 0.0 kcal/mol
total charge = +1
⟨S²⟩ = 0.754
multiplicity = 2
lowest unoccupied orbital energy (spin up / spin down) = -3.419 / -9.408 eV



4.
The following is a quantum chemistry calculation of a molecular structure, C20H21N3OPV, from the OMol25 dataset.

XYZ file:
```
47
Properties=species:S:1:pos:R:3:lowdin_charge:R:1
V -0.7121 -0.5886 -0.4405 1.005
O 2.9094 0.3893 -1.3928 0.231
C 1.7269 0.3748 -1.2433 -0.389
N 0.9640 -0.7662 -0.9346 -0.088
C 1.4653 -2.0531 -1.3288 -0.067
C 0.2433 -2.8238 -1.7699 -0.192
C 0.2400 -4.0022 -2.4999 0.066
C -0.9816 -4.5069 -2.9377 0.054
C -2.1656 -3.8491 -2.6099 0.030
C -2.0824 -2.6989 -1.8429 -0.056
N -0.9062 -2.2010 -1.4520 -0.057
C 0.7786 1.5195 -1.4586 -0.145
C 1.1196 2.7293 -2.0455 0.093
C 0.0897 3.6234 -2.3415 0.055
C -1.2208 3.2852 -2.0259 0.036
C -1.4694 2.0623 -1.4099 -0.052
N -0.4907 1.2049 -1.1463 -0.038
H 2.2030 -1.9642 -2.1411 0.168
H 1.9845 -2.5595 -0.4955 0.168
H 1.1662 -4.5031 -2.7431 0.150
H -1.0154 -5.3944 -3.5549 0.148
H -3.1259 -4.2169 -2.9451 0.143
H -2.9798 -2.1536 -1.5451 0.141
H 2.1528 2.9374 -2.2959 0.155
H 0.3064 4.5562 -2.8457 0.148
H -2.0460 3.9418 -2.2641 0.142
H -2.4870 1.7590 -1.1548 0.143
C 0.4427 -1.8105 2.9066 -0.171
P -0.4751 -0.6062 1.9087 0.897
C -2.1344 -0.5038 2.6483 -0.195
C 0.3415 1.0008 2.0408 -0.387
C 1.7423 1.0594 1.9961 -0.087
C 2.3802 2.2575 2.2621 -0.018
C 1.6358 3.4044 2.5237 0.000
C 0.2469 3.3542 2.5291 -0.025
C -0.4077 2.1624 2.2724 -0.078
H 1.4986 -1.8679 2.6407 0.063
H -0.0078 -2.8038 2.8384 0.075
H 0.3662 -1.4678 3.9442 0.093
H -2.0257 -0.0981 3.6591 0.091
H -2.5773 -1.4994 2.7329 0.076
H -2.8056 0.1448 2.0787 0.058
H 2.3295 0.1694 1.8030 0.113
H 3.4576 2.2968 2.2804 0.132
H 2.1397 4.3339 2.7370 0.133
H -0.3269 4.2409 2.7532 0.130
H -1.4895 2.1304 2.3084 0.109
```

total charge = +3
⟨S²⟩ = 0.833
multiplicity = 2
lowest unoccupied orbital energy (spin up / spin down) = -12.091 / -11.272 eV



5.
The following is a quantum chemistry calculation of 2 unconnected molecules or ions with the total composition C20H32FN2O6, from the OMol25 dataset.

XYZ file:
```
61
Properties=species:S:1:pos:R:3:lowdin_charge:R:1
C 2.2283 2.0663 -2.0920 -0.083
C 1.7808 2.2211 -0.6382 -0.211
C 0.8411 1.1473 -0.0715 -0.301
C -0.5436 1.2489 -0.7203 -0.038
C 1.4025 -0.3189 -0.0851 -0.307
C 1.0748 -1.0937 -1.3777 -0.079
C -0.2890 -1.7931 -1.4641 -0.177
F -0.9725 -1.3367 -2.5867 -0.042
C 2.9150 -0.2792 0.2091 -0.052
C 2.9297 -0.0682 1.6840 0.047
N 1.8482 -0.4539 2.2402 0.058
C 1.5425 -0.3633 3.7272 -0.180
N 0.3934 -1.0452 4.1599 0.064
C 0.8503 -0.9654 1.2328 -0.217
O 0.6380 -2.3273 1.3560 -0.040
C 1.6329 -3.3241 1.1260 -0.117
C 2.6292 -3.6235 2.2543 -0.405
C 3.0541 -5.0794 2.1397 -0.031
O 1.9974 -3.3558 3.5023 -0.036
H 1.3956 2.2186 -2.7823 0.083
H 2.6646 1.0897 -2.3177 0.065
H 2.9848 2.8159 -2.3304 0.084
H 1.2294 3.1641 -0.5591 0.122
H 2.6550 2.3542 0.0096 0.105
H 0.6902 1.4286 0.9811 0.137
H -1.0135 2.1953 -0.4548 0.080
H -1.2169 0.4663 -0.3634 0.080
H -0.4995 1.1594 -1.8065 0.088
H 1.1204 -0.3987 -2.2171 0.115
H 1.8591 -1.8275 -1.5721 0.116
H -0.1792 -2.8757 -1.5613 0.126
H -0.9194 -1.6078 -0.5936 0.109
H 3.3675 -1.2706 0.0624 0.137
H 3.5202 0.4114 -0.3718 0.125
H 3.7429 0.3476 2.2739 0.170
H 1.4742 0.7040 3.9483 0.141
H 2.4231 -0.7682 4.2216 0.127
H 0.4812 -2.0500 4.0784 0.070
H -0.4777 -0.7272 3.7624 0.093
H -0.1113 -0.5169 1.4785 0.162
H 2.1824 -3.1170 0.2083 0.119
H 1.0431 -4.2260 0.9504 0.145
H 3.5287 -2.9987 2.1581 0.137
H 2.2282 -5.7100 2.4772 0.099
H 3.9382 -5.2884 2.7418 0.089
H 3.2718 -5.3424 1.1007 0.094
H 2.6760 -3.2908 4.1841 0.114
C -4.4456 1.7077 -1.9920 0.067
C -5.2318 1.8610 -3.0704 -0.230
C -5.8301 3.2019 -3.4545 -0.307
O -6.5126 3.2145 -4.4599 0.118
C -5.5567 4.3518 -2.6201 0.078
C -4.7757 4.1938 -1.5426 -0.233
C -4.1648 2.8590 -1.1716 -0.311
O -3.4513 2.8454 -0.1789 0.072
O -4.4589 5.1721 -0.7090 0.120
O -5.5556 0.8845 -3.8931 0.130
H -4.0152 0.7554 -1.7159 0.131
H -5.9940 5.3017 -2.8924 0.139
H -3.8917 4.7730 -0.0217 0.117
H -6.1281 1.2829 -4.5806 0.126
```

energy above the lowest of the compared OMol25 structures with the same formula, charge and spin = 0.0 kcal/mol
total charge = +1
lowest unoccupied orbital energy = -3.864 eV



6.
The following is a quantum chemistry calculation of a single C17H15ClN2OS molecule, from the OMol25 dataset.

XYZ file:
```
37
Properties=species:S:1:pos:R:3:lowdin_charge:R:1
C -4.7837 -3.1325 -0.7818 -0.047
C -3.7708 -2.0964 -0.4171 -0.267
C -2.7112 -2.4345 0.4542 -0.016
C -1.7671 -1.5185 0.8106 -0.005
N -1.8433 -0.2632 0.3223 0.070
C -1.0301 0.8480 0.4932 -0.098
C 0.1185 0.8107 1.3524 -0.409
O 0.3834 -0.1413 2.0761 0.039
C 1.0543 2.0044 1.3355 -0.352
S 1.9448 2.1409 -0.2537 0.982
C 3.2223 0.9208 -0.1769 -0.517
C 4.1748 0.9840 -1.1917 -0.117
C 5.2175 0.0821 -1.2281 -0.107
C 5.3113 -0.8877 -0.2403 -0.681
Cl 6.6193 -2.0189 -0.2748 0.664
C 4.3669 -0.9604 0.7690 -0.097
C 3.3174 -0.0584 0.8015 -0.074
C -1.6399 1.8554 -0.2847 -0.262
C -1.2649 3.2774 -0.4835 -0.035
N -2.7340 1.3906 -0.8870 0.157
C -2.8604 0.1133 -0.5342 -0.251
C -3.8352 -0.8150 -0.9070 0.048
H -5.2646 -3.5219 0.1145 0.086
H -5.5446 -2.7192 -1.4376 0.077
H -4.3009 -3.9681 -1.2871 0.087
H -2.6471 -3.4362 0.8480 0.116
H -0.9473 -1.7357 1.4766 0.121
H 1.7900 1.9115 2.1344 0.093
H 0.5149 2.9432 1.4362 0.070
H 4.0878 1.7479 -1.9492 0.102
H 5.9551 0.1307 -2.0133 0.106
H 4.4436 -1.7214 1.5295 0.108
H 2.5840 -0.1490 1.5857 0.085
H -1.9811 3.7191 -1.1709 0.083
H -0.2649 3.3656 -0.9029 0.036
H -1.2996 3.8247 0.4580 0.085
H -4.6152 -0.4923 -1.5763 0.122
```

energy above the lowest of the compared OMol25 structures with the same formula, charge and spin = 12.4 kcal/mol
total charge = 0
lowest unoccupied orbital energy = 0.249 eV



Per-record electronic energy, eV: -32675.297; -27428.685; -13539.112; -62547.698; -39234.494; -46258.609
Per-record max |F|, eV Å⁻¹: 0.98; 4.83; 1.42; 1.59; 0.46; 0.97